# 1
ORCA calculation (ωB97M-V/def2-TZVPD) on a cluster of 4 separate species, C34H74FN3O12P in total.

Properties
Frontier orbital gap   6.84 eV
Net charge   +1

The geometry in XYZ format:
```
125
Properties=species:S:1:pos:R:3:forces:R:3
C 4.64136 3.08083 3.90038 0.12 -0.94 0.11
C 4.46491 2.59863 2.30778 0.56 0.40 0.57
C 5.01951 1.02222 2.22017 2.94 4.18 0.27
F 5.92958 0.77037 1.09571 -3.03 0.04 2.51
N 3.83547 0.14961 2.39602 -0.08 -1.10 2.46
C 4.22357 -0.70924 3.61985 0.76 -3.13 1.72
C 3.27702 -2.07466 3.62060 -2.53 0.47 -0.90
C 1.66522 -1.94579 3.84211 -1.31 0.89 0.76
C 0.97626 -3.21698 4.65914 -1.49 0.00 -1.15
C -0.62147 -3.23582 4.16323 -0.34 -0.06 -0.62
C -1.44838 -1.88293 4.56674 0.36 -0.42 1.55
O -2.64236 -1.67587 3.68009 0.54 4.27 1.16
C -3.17764 -0.31045 3.98827 -1.01 1.41 6.23
C -3.67092 0.76937 2.85346 -0.21 -0.56 -0.56
O -3.31039 0.06878 5.28164 1.21 -2.58 -8.22
N 3.75830 -3.13506 4.57667 3.27 3.82 1.77
C 4.15728 -2.64364 5.78664 0.30 -1.30 -1.46
C 5.60412 -3.24435 6.37011 -2.16 -1.32 1.11
C 3.36874 -1.59980 6.76618 0.87 0.94 0.15
C 3.40395 -2.36033 1.97544 0.94 -0.60 1.30
C 3.25560 -0.79184 1.40361 -4.51 -2.09 -0.78
P 3.54058 -0.68296 -0.47414 2.32 0.18 -3.15
N 2.17128 -1.39955 -1.36632 -0.30 0.40 2.99
O 3.53741 1.01036 -0.93011 -2.33 -1.94 2.62
H 4.58401 2.13754 4.63066 0.06 1.98 -1.54
H 3.79053 3.80050 4.25720 1.88 -1.17 -0.89
H 5.73003 3.51973 4.02519 -2.45 -0.70 -0.16
H 3.34755 2.70738 1.96819 2.11 -0.40 0.52
H 5.11230 3.34462 1.67994 -1.24 -1.81 0.95
H 5.68711 0.91228 3.20557 -1.33 0.02 -2.62
H 3.00805 0.71041 2.76569 1.66 -0.33 -0.86
H 4.31518 -0.08220 4.60285 -0.64 -0.99 -2.06
H 5.29550 -1.21091 3.46144 -2.24 1.42 -0.03
H 1.03077 -1.85572 2.83852 1.60 -0.16 1.95
H 1.39734 -0.95547 4.45113 0.61 -2.00 -1.20
H 1.39541 -4.27477 4.29988 -0.63 2.52 1.03
H 1.00010 -3.08641 5.82338 0.23 -0.39 -2.34
H -1.19671 -4.18783 4.58757 1.33 2.14 -0.84
H -0.63156 -3.34004 2.98069 0.04 0.19 2.40
H -0.82782 -0.89242 4.51576 -0.91 -2.04 0.05
H -1.79973 -2.01930 5.69344 0.60 0.46 -2.45
H -2.87570 1.64635 2.73152 -1.59 -2.13 0.42
H -3.84800 0.24904 1.80503 0.52 1.06 2.25
H -4.69534 1.26767 3.19210 2.38 -1.30 -0.46
H 6.39116 -2.41299 6.60440 -1.66 -1.45 -0.68
H 5.30652 -3.77204 7.39669 0.94 1.20 -1.97
H 5.98387 -4.10875 5.67507 -0.67 2.07 1.16
H 2.23788 -1.42935 6.51856 2.29 -0.65 0.40
H 3.51629 -1.95630 7.89381 -0.42 0.63 -2.59
H 3.87190 -0.51706 6.73002 -0.91 -2.30 0.10
H 4.43571 -2.89760 1.74773 -1.97 1.52 0.24
H 2.57314 -3.13127 1.66638 1.46 2.00 0.28
H 2.08781 -0.53954 1.47130 2.22 -0.76 0.21
H 1.31140 -1.48402 -0.75106 1.02 -0.09 -1.41
H 2.41035 -2.31284 -1.81524 -0.12 1.15 0.80
H 2.71537 1.40326 -0.50582 1.21 -0.13 -1.08
C -4.41547 -3.96157 3.49814 0.16 -0.54 -0.12
O -4.34574 -5.27634 4.02931 -0.22 0.31 0.33
C -3.99010 -5.29560 5.41373 -0.58 -0.43 -0.41
C -4.77674 -6.37874 6.16030 -0.07 0.29 0.21
O -6.16411 -6.07121 6.35558 0.32 -0.09 -0.49
C -6.99579 -6.10643 5.18635 -0.18 -0.20 0.21
C -7.19060 -7.50684 4.59738 0.57 0.43 -0.16
O -6.01613 -7.91825 3.89797 0.04 -0.25 0.41
C -5.80166 -9.31969 3.95089 -0.02 0.37 -0.15
H -3.41254 -3.53704 3.40932 -0.39 -0.08 0.00
H -4.86679 -4.02068 2.50388 0.08 -0.12 0.09
H -5.05053 -3.31846 4.11910 0.14 0.07 0.04
H -4.18122 -4.32332 5.88417 -0.05 -0.03 -0.04
H -2.92350 -5.51267 5.47195 0.26 -0.07 0.28
H -4.35328 -6.45803 7.16785 -0.12 0.14 -0.04
H -4.65340 -7.36047 5.70323 0.01 0.13 -0.27
H -6.64581 -5.39339 4.43765 0.10 -0.25 -0.10
H -7.97605 -5.74526 5.51976 0.15 -0.14 0.10
H -8.01145 -7.49410 3.87935 -0.32 0.07 0.05
H -7.43415 -8.20723 5.40436 0.05 0.02 0.00
H -5.85354 -9.68641 4.98140 -0.09 -0.06 -0.01
H -4.80002 -9.52504 3.56910 -0.10 0.10 -0.06
H -6.53419 -9.83696 3.32580 -0.03 -0.19 0.08
C -1.42078 5.86624 -4.96189 0.34 0.06 0.04
O -0.45413 6.02647 -3.93450 -0.42 -0.33 0.18
C -1.04271 6.24489 -2.65023 0.63 -0.35 -0.18
C -0.25286 5.51166 -1.56033 -0.37 0.09 0.01
O -0.41623 4.08665 -1.57113 0.32 0.11 -0.31
C 0.20154 3.38219 -2.65840 0.08 -0.10 0.27
C 1.73279 3.39967 -2.62744 -0.45 0.66 -0.57
O 2.22247 4.67475 -3.04242 0.05 -0.11 0.64
C 3.43960 5.03440 -2.40832 -0.24 -0.02 -0.42
H -1.90912 6.82080 -5.17243 -0.19 -0.06 -0.07
H -0.90474 5.52352 -5.86299 0.01 0.14 0.13
H -2.16383 5.10720 -4.68945 -0.06 0.10 0.00
H -2.08506 5.90388 -2.63033 0.08 -0.02 -0.02
H -1.01838 7.31795 -2.46021 -0.12 0.17 0.27
H -0.64510 5.84060 -0.59147 -0.11 -0.13 -0.11
H 0.80211 5.78536 -1.56722 -0.01 0.01 -0.29
H -0.19163 3.72399 -3.61758 0.27 0.14 0.02
H -0.12265 2.34052 -2.54727 0.06 0.10 0.13
H 2.12430 2.65655 -3.32315 -0.01 -0.34 0.05
H 2.07625 3.15608 -1.61562 0.01 0.11 0.05
H 3.36453 4.92218 -1.32163 0.05 -0.08 0.07
H 3.63924 6.08497 -2.62662 -0.07 -0.12 -0.09
H 4.26109 4.42729 -2.79750 0.14 -0.02 0.16
C -0.96949 2.61021 -7.42713 -0.14 0.25 -0.40
O -0.76984 3.56036 -8.46298 0.29 -0.44 0.25
C 0.57660 4.03653 -8.52498 -0.39 -0.09 -0.61
C 1.02206 4.21426 -9.98078 0.25 -0.18 0.16
O 1.25483 2.98407 -10.68074 -0.50 0.17 0.20
C 0.09342 2.20644 -11.00703 0.17 0.04 -0.30
C -0.82024 2.85250 -12.05289 -0.05 0.17 0.72
O -1.57192 3.91476 -11.46601 0.35 0.22 -0.25
C -1.85395 4.96419 -12.37814 -0.06 -0.25 0.29
H -0.93090 3.10171 -6.45197 0.08 -0.13 0.19
H -1.95843 2.16358 -7.56223 0.09 0.17 -0.01
H -0.22600 1.80596 -7.48093 0.03 0.07 0.10
H 1.26336 3.34603 -8.02026 -0.07 0.00 -0.05
H 0.60446 4.99896 -8.01398 0.26 0.22 0.07
H 1.98987 4.72801 -9.96879 -0.02 -0.19 0.05
H 0.34448 4.86051 -10.53860 -0.22 -0.11 0.16
H -0.45312 1.92510 -10.10504 -0.16 0.22 -0.10
H 0.48221 1.27413 -11.43383 0.06 0.21 -0.04
H -1.53207 2.11548 -12.42652 0.05 -0.28 -0.17
H -0.21172 3.21565 -12.88890 0.01 0.02 0.05
H -0.94379 5.29634 -12.88845 -0.03 -0.04 -0.10
H -2.25161 5.80865 -11.81248 -0.03 -0.15 0.02
H -2.60153 4.63965 -13.10662 0.03 0.11 -0.18
```
Positions in Å, forces in eV/Å.

=====

# 2
ORCA calculation (ωB97M-V/def2-TZVPD) on the ion C11H12N with charge +1.

Properties
Frontier orbital gap (spin up / spin down)   6.84 / 6.55 eV
Net charge   +1
Energy above the lowest of the compared OMol25 structures with the same formula, charge and spin   149.3 kcal per mole

The geometry in XYZ format:
```
24
Properties=species:S:1:pos:R:3:forces:R:3
C -2.52726 0.54138 1.57187 -0.98 1.04 -0.70
C -2.86984 1.15352 0.31670 2.47 -1.68 1.60
C -1.32541 -0.13743 1.82659 -0.35 1.82 -3.75
C -1.92310 1.09168 -0.65430 0.97 -1.18 2.50
C -0.35707 -0.17046 0.81402 -1.60 -1.01 0.03
C -0.67084 0.40058 -0.46356 -1.75 1.00 0.72
C 0.94632 -0.84160 0.90688 -0.09 -0.79 1.79
C -0.24761 0.18264 -1.70402 1.91 -0.63 -1.37
C 1.01280 -2.11249 1.52694 2.06 0.47 0.60
C -0.04393 0.58841 -3.11174 2.77 -1.29 2.70
C 3.18924 -0.23335 0.28728 0.19 -0.28 -0.07
N 1.85776 0.02683 0.67045 0.23 0.93 -1.13
H -3.21130 0.65563 2.41252 -0.02 -0.13 -0.26
H -3.68330 1.71648 0.01642 -2.08 0.77 0.48
H -1.22627 -0.50562 2.77293 0.80 -1.13 2.22
H -2.12218 1.47514 -1.56674 -0.56 1.42 -2.79
H 1.97372 -2.50108 2.00690 -1.43 0.50 -1.18
H 0.09909 -2.48085 1.92009 -0.59 -0.63 0.09
H -0.21663 1.66467 -3.23751 -0.73 -0.48 -0.85
H -0.35377 -0.31745 -3.68014 -0.13 1.40 -0.53
H 1.15853 0.53046 -3.09828 -2.20 -0.01 -0.24
H 3.56628 -1.24130 0.47160 -0.02 -0.11 -0.19
H 3.81161 0.48855 0.78071 0.54 0.33 0.10
H 3.16315 0.02566 -0.78558 0.59 -0.32 0.23
```
Positions in Å, forces in eV/Å.

=====

# 3
ORCA calculation (ωB97M-V/def2-TZVPD) on the molecule C21H27NO4.

Properties
Structure (SMILES)   CCCCCCC(=O)Oc1cccc(N2C(=O)[C@H]3CCCC[C@H]3C2=O)c1
Frontier orbital gap   9.74 eV
Net charge   0
Energy above the lowest of the compared OMol25 structures with the same formula, charge and spin   2.6 kcal per mole

The geometry in XYZ format:
```
53
Properties=species:S:1:pos:R:3:forces:R:3
C -7.57846 -1.50212 -0.22176 -0.07 0.21 -0.15
C -7.28749 -0.35074 -1.17639 0.16 -0.17 -0.06
C -5.79711 -0.11501 -1.42870 -0.18 0.27 0.09
C -5.01211 0.32183 -0.18396 0.09 -0.31 -0.18
C -4.25258 -0.82776 0.47766 -0.03 0.23 0.14
C -3.55781 -0.37972 1.76870 0.03 -0.06 -0.19
C -2.54538 0.70611 1.49239 -0.49 0.15 0.67
O -2.59029 1.82357 1.92812 0.06 -0.06 -0.10
O -1.56847 0.22914 0.69808 0.28 -0.31 -0.40
C -0.54910 1.03308 0.21764 0.45 0.35 -0.08
C -0.73452 2.35324 -0.16599 -0.22 -0.09 0.04
C 0.33798 3.05982 -0.68266 0.02 -0.13 -0.02
C 1.57666 2.46610 -0.83489 0.11 -0.10 -0.04
C 1.74991 1.14139 -0.45147 -0.41 0.26 0.04
N 3.01241 0.51718 -0.60139 -0.34 0.23 0.03
C 4.22398 1.15584 -0.35159 0.27 -0.16 -0.07
O 4.34784 2.25214 0.11991 0.07 0.16 0.07
C 5.31839 0.21923 -0.83010 0.35 0.05 -0.02
C 6.63464 0.34693 -0.06789 -0.21 0.13 0.13
C 6.57602 -0.33268 1.29481 0.20 -0.15 -0.20
C 6.13449 -1.78276 1.13367 -0.22 0.17 0.21
C 4.71729 -1.82266 0.57622 0.25 -0.18 -0.10
C 4.63490 -1.14763 -0.80515 -0.09 -0.07 0.05
C 3.17481 -0.80134 -1.01510 0.39 -0.24 -0.29
O 2.29653 -1.51917 -1.40755 -0.14 -0.14 0.00
C 0.69077 0.42266 0.08155 -0.25 0.04 0.11
H -7.10370 -2.41678 -0.57077 0.05 -0.14 0.02
H -7.21771 -1.28012 0.77905 0.05 -0.05 0.16
H -8.65068 -1.67644 -0.16113 -0.07 -0.07 0.08
H -7.76756 -0.55947 -2.13574 -0.06 0.07 0.01
H -7.73164 0.56575 -0.78088 -0.04 0.06 -0.06
H -5.71055 0.65860 -2.19464 0.05 -0.06 -0.06
H -5.35243 -1.02519 -1.83670 0.05 -0.04 -0.10
H -4.29042 1.09274 -0.46367 -0.01 0.08 0.05
H -5.69489 0.77185 0.53953 -0.02 0.10 0.07
H -3.50064 -1.21141 -0.21470 -0.06 -0.08 -0.02
H -4.93746 -1.64171 0.71568 0.02 -0.07 -0.03
H -4.28529 0.01034 2.48133 0.11 0.02 -0.01
H -3.03689 -1.22885 2.21441 0.02 0.03 0.06
H -1.69702 2.82484 -0.05601 -0.03 0.01 0.02
H 0.20074 4.08811 -0.97913 -0.01 0.09 -0.02
H 2.40446 3.02508 -1.23941 0.06 0.03 -0.01
H 5.49937 0.50600 -1.87502 -0.10 -0.01 0.06
H 6.85883 1.40846 0.05101 0.06 -0.02 -0.09
H 7.43136 -0.10720 -0.66113 0.02 0.03 -0.03
H 7.55933 -0.28582 1.76495 -0.02 0.06 0.06
H 5.87011 0.19590 1.93867 -0.01 0.03 0.10
H 6.15631 -2.29299 2.09779 0.05 -0.07 -0.03
H 6.81642 -2.30401 0.45873 0.07 -0.08 -0.01
H 4.36060 -2.84976 0.48720 -0.10 0.05 0.01
H 4.05684 -1.29907 1.27353 -0.05 -0.02 0.05
H 5.00325 -1.82823 -1.57373 -0.11 0.06 -0.01
H 0.80601 -0.60731 0.37663 0.01 -0.09 0.02
```
Positions in Å, forces in eV/Å.

=====

# 4
ORCA calculation (ωB97M-V/def2-TZVPD) on a cluster of 2 separate species, C5H15N2O2 in total.

Properties
Frontier orbital gap   9.62 eV
Net charge   +1
Energy above the lowest of the compared OMol25 structures with the same formula, charge and spin   71.8 kcal per mole

The geometry in XYZ format:
```
24
Properties=species:S:1:pos:R:3:forces:R:3
N 0.59544 1.27904 -2.27825 0.43 0.79 0.87
C 0.06272 1.29635 -0.80675 0.01 -1.22 -0.70
C 0.15256 -0.21091 -0.34271 3.37 -1.61 -0.33
N -0.55980 -0.74184 0.67384 2.35 -1.21 -2.26
C -1.71227 -0.13675 1.18156 0.81 4.28 0.18
C -2.71532 0.31412 0.12271 1.54 1.91 -1.05
C -0.20948 -2.15759 0.95558 1.21 -0.25 -2.65
O 1.12075 -0.88729 -0.85930 -2.48 2.48 0.34
H -0.15149 0.95249 -2.92846 0.96 -0.42 0.61
H 1.48627 0.66327 -2.22944 -1.66 0.59 -0.43
H 0.77412 2.26522 -2.60534 0.26 -1.21 0.58
H 0.73981 1.93386 -0.17737 -0.77 -0.55 -0.63
H -0.97984 1.59587 -0.90784 0.37 0.51 0.44
H -2.09929 -0.76535 1.92289 -0.71 -0.52 1.24
H -1.26241 0.86752 1.59544 -1.41 -1.82 0.32
H -2.38306 -0.07700 -0.89010 -0.75 0.54 1.07
H -3.68943 0.02153 0.33953 -1.70 -0.74 0.19
H -2.73693 1.47514 0.15383 -0.11 -1.95 -0.51
H -0.81365 -2.80239 0.21603 1.10 0.68 1.18
H -0.45079 -2.42272 1.95670 -0.15 -0.03 0.79
H 0.94033 -2.23698 0.69871 -2.58 -0.26 0.80
H 2.09182 0.34164 1.87356 0.84 -0.19 -0.53
H 3.26853 0.35166 0.85536 2.73 -3.79 -3.84
O 2.82267 0.81786 1.44619 -3.67 3.96 4.32
```
Positions in Å, forces in eV/Å.

=====

Going through the records in order, we get E values of -2847.40734, -480.60972, -1172.20352, -459.20333 Ha.
Going through the records in order, we get F_max values of 8.70, 4.18, 0.85, 6.92 eV Å⁻¹.